# 1
Below is a 2-piece molecular cluster, C2H2N2O2 overall, with properties calculated with the ωB97M-V functional and the def2-TZVPD basis.

Element x y z (Å)
O 1.196 -1.428 -0.378
O 2.775 0.254 -0.042
N -1.957 -0.603 0.361
N -0.267 1.161 0.340
C 1.971 -0.573 -0.202
C -1.145 0.305 0.270
H -0.494 2.113 0.078
H -2.080 -1.228 -0.426

Spin multiplicity = 1
LUMO energy = 0.59 eV
Relative energy (zero: lowest compared OMol25 entry of this formula, charge and spin) = 0.0000 eV
Structure (SMILES) = N=C=N.O=C=O
HOMO energy = -10.72 eV
Energy = -337.42443 a.u.
F_max = 0.0162 hartree/bohr



# 2
Below is one molecule with the formula C6H11N3OS at a distorted geometry, with properties calculated with the ωB97M-V functional and the def2-TZVPD basis.

Element x y z (Å)
S -1.618 -0.801 0.418
O 1.966 -0.214 -2.987
N -1.021 -0.470 -2.136
N 0.391 0.463 -0.475
N 0.436 0.625 0.878
C 2.353 0.732 -2.021
C -0.717 -0.928 3.727
C 1.136 1.403 -1.333
C -0.457 0.024 1.548
C -0.748 0.349 2.986
C -0.643 -0.281 -0.980
H 3.059 1.432 -2.511
H 0.418 1.580 -2.136
H -1.672 -1.518 3.635
H -0.844 -0.601 4.847
H -1.708 0.964 3.071
H -0.226 -0.493 -2.816
H 2.934 0.290 -1.151
H 0.001 1.101 3.249
H 1.331 2.382 -0.933
H 2.521 -1.069 -3.064
H 0.144 -1.669 3.583

Spin multiplicity = 1
LUMO energy = 0.68 eV
Relative energy (zero: lowest compared OMol25 entry of this formula, charge and spin) = 2.1416 eV
Structure (SMILES) = [H]/N=c1/sc(CC)nn1CCO
HOMO energy = -8.22 eV
Energy = -872.84596 a.u.
F_max = 0.0882 hartree/bohr



no.,gap between HOMO and LUMO (hartree)
1,0.415
2,0.327